## A
Below is C9H10P2 in the gas phase, with properties calculated with wB97M-V/def2-TZVPD.

Each line ends with the Mulliken charge.
Geometry (Å):
C -1.34 -2.43 -0.33  -0.598
C -2.54 -1.91 0.39  -0.091
C -2.73 2.27 -1.34  0.522
C -0.34 -1.62 -0.50  0.139
C -2.58 -0.68 0.80  -0.226
C -2.38 1.62 -0.39  -0.813
C 3.07 -0.37 -0.15  -1.059
C 1.51 1.57 1.09  -1.094
C 0.33 -0.51 -0.37  -0.356
P -1.79 0.76 1.04  -0.196
P 1.59 -0.28 0.97  0.149
H -1.38 -3.45 -0.67  0.410
H -3.34 -2.63 0.53  0.349
H -3.05 2.82 -2.18  0.408
H 3.18 -1.39 -0.50  0.318
H 3.96 -0.10 0.41  0.368
H 2.96 0.30 -1.01  0.322
H 0.80 1.85 1.86  0.316
H 1.19 2.02 0.14  0.320
H 2.48 1.95 1.37  0.403
H 0.39 0.21 -1.18  0.410

Summary:
LUMO, eV: -0.189
HOMO energy, eV: -8.65
M, g/mol: 180.1

---

## B
Below is C9H10P2 in the gas phase, with properties calculated with wB97M-V/def2-TZVPD.

Each line ends with the Mulliken charge.
Geometry (Å):
C 0.82 -1.75 -0.12  -0.635
C -0.36 -1.63 0.67  -0.410
C 1.59 -0.68 -0.51  -0.673
C -0.98 -0.43 0.78  0.223
C 1.06 0.68 -0.16  1.353
C -0.45 0.70 0.03  -0.085
C -2.43 -0.07 1.36  -0.995
C 1.97 1.71 -0.61  -0.973
C -1.37 1.47 -0.51  -0.260
P -3.06 1.10 0.04  -0.140
P 2.33 1.16 1.22  -0.088
H 1.41 -2.67 -0.19  0.274
H -0.66 -2.60 1.16  0.348
H 2.52 -0.93 -1.12  0.297
H -3.07 -0.96 1.45  0.410
H -2.26 0.49 2.27  0.394
H 2.72 1.41 -1.48  0.243
H 1.49 2.73 -0.60  0.331
H -1.12 2.50 -0.93  0.314
H -3.14 -0.13 -0.75  0.029
H 3.19 0.21 0.87  0.043

Summary:
LUMO, eV: 0.069
HOMO energy, eV: -7.59
M, g/mol: 180.1
SMILES: C1=C[C@@]2(CP2)C2=CPCC2=C1

---

B is preferred energetically. Next in line: 2.174 eV higher.